C4H8O3Ru as an isolated structure at a distorted geometry, computed with ωB97M-V with the def2-TZVPD basis set.

Cartesian coordinates (Å):
C (-3.31, -0.60, -0.26)
C (-2.07, -1.45, -0.33)
O (-1.01, -0.66, 0.30)
H (-4.11, -1.07, -0.85)
H (-3.66, -0.48, 0.77)
H (-3.10, 0.38, -0.69)
H (-1.78, -1.68, -1.36)
H (-2.14, -2.37, 0.25)
Ru (-0.12, 1.27, 0.52)
O (0.14, -0.71, -0.49)
O (1.75, 0.46, -0.21)
C (2.40, -0.65, -0.25)
C (1.58, -1.76, -0.64)
H (1.56, -2.60, 0.07)
H (3.35, -0.78, 0.28)
H (1.59, -1.94, -1.72)

Summary:
Net charge   +3
LUMO (alpha / beta)   -0.5817 / -0.6831 Eh
Kohn-Sham gap (alpha / beta)   8.297 / 5.430 eV
Spin multiplicity   6
⟨S²⟩   8.7630